61
Properties=species:S:1:pos:R:3 method="wB97M-V/def2-TZVPD" e_above_lowest_kj_mol=31.8 lumo_ev="-4.7 / -4.3" spin_multiplicity=3 e_tot_ev=-67039.0064 gap_ev="6.252 / 7.030" charge=+1
W -0.475 0.006 0.072
C -4.828 -2.653 -0.786
C -3.388 -2.305 -1.021
C -2.422 -2.576 -0.066
C -1.065 -2.306 -0.284
C -0.667 -1.716 -1.507
C -1.656 -1.473 -2.493
C -2.977 -1.758 -2.249
H -5.058 -2.714 0.276
H -5.058 -3.623 -1.234
H -5.490 -1.918 -1.244
H -2.710 -3.053 0.864
H -0.336 -2.803 0.343
H 0.355 -1.847 -1.837
H -1.346 -1.094 -3.459
H -3.716 -1.586 -3.024
C 5.901 3.154 -1.707
C 4.418 3.059 -1.474
C 3.629 2.171 -2.202
C 2.268 2.059 -1.974
C 1.689 2.863 -1.002
C 2.448 3.775 -0.271
C 3.807 3.860 -0.509
S -0.006 2.773 -0.612
O -0.636 1.834 -1.573
O -0.499 4.097 -0.446
N -0.206 1.867 0.691
C 0.023 2.139 2.085
C -0.551 0.941 2.824
O -0.763 0.947 3.998
O -0.825 -0.130 2.027
H 6.175 2.771 -2.689
H 6.442 2.569 -0.959
H 6.247 4.184 -1.627
H 4.090 1.558 -2.968
H 1.665 1.376 -2.555
H 1.979 4.419 0.462
H 4.402 4.568 0.055
H -0.459 3.055 2.423
H 1.096 2.183 2.315
I -5.818 2.725 1.782
C -4.461 1.807 0.553
C -4.356 1.920 -0.818
N -3.322 1.158 -1.194
N -2.730 0.558 -0.151
C -3.420 0.956 0.923
H -4.946 2.467 -1.534
H -2.909 1.082 -2.109
H -3.162 0.587 1.902
Te 2.087 -0.484 0.441
C 1.993 -2.340 1.400
C 1.883 -2.393 2.784
C 1.849 -3.629 3.418
C 1.921 -4.799 2.675
C 2.036 -4.741 1.292
C 2.079 -3.510 0.649
H 1.813 -1.485 3.369
H 1.766 -3.673 4.496
H 1.896 -5.758 3.175
H 2.103 -5.653 0.712
H 2.200 -3.469 -0.427

9
Properties=species:S:1:pos:R:3 method="wB97M-V/def2-TZVPD" e_above_lowest_kj_mol=306.1 lumo_ev="-7.2 / -6.9" e_tot_ev=-5688.4842 gap_ev="6.963 / 6.936" charge=+1
C -1.345 -2.587 0.341
C 0.548 2.029 -0.107
C -0.120 -0.611 -0.245
C 0.545 0.625 -0.153
N -0.782 -1.569 0.158
H -1.938 -3.330 0.641
H -0.268 2.854 -0.293
H 1.730 0.348 -0.360
H 1.631 2.241 0.019

18
Properties=species:S:1:pos:R:3 method="wB97M-V/def2-TZVPD" e_above_lowest_kj_mol=0.0 lumo_ev=-0.2 e_tot_ev=-25057.2558 gap_ev=8.138 smiles=CSc1nc(N)c2n[nH]nc2n1
N -1.866 2.083 -1.473
N 0.344 2.591 -1.325
N 0.397 -0.568 0.511
N -1.722 0.039 -0.343
S -1.593 -2.294 0.904
C -0.880 -0.817 0.288
C 0.846 0.541 -0.027
C -1.224 1.183 -0.802
C 0.091 1.462 -0.716
N -0.883 2.901 -1.823
N 2.150 0.854 0.239
C -0.150 -3.194 1.620
H -1.033 3.796 -2.286
H 2.461 1.614 -0.371
H 2.712 0.012 0.356
H 0.586 -3.352 0.813
H 0.285 -2.696 2.464
H -0.523 -4.155 1.970

97
Properties=species:S:1:pos:R:3 method="wB97M-V/def2-TZVPD" lumo_ev=1.8 e_tot_ev=-61725.7861 gap_ev=6.587 charge=-1
C -3.168 -3.537 0.778
C -1.684 -3.170 1.410
O -0.725 -4.289 1.328
C -1.940 -2.697 2.983
O -0.807 -3.198 3.780
In 0.854 -1.872 3.633
C 0.330 -0.026 4.907
C 0.675 1.322 3.987
O -0.147 2.492 4.329
C -0.870 3.030 3.164
C 0.139 3.616 1.972
O -0.633 4.232 0.871
C -0.711 3.317 -0.302
C -2.108 2.564 -0.796
C -2.186 1.538 -2.099
C -0.827 1.201 -3.014
C -0.950 0.128 -4.292
C -1.651 1.032 -5.513
C 0.582 -0.288 -4.689
C -1.899 -1.090 -3.753
C -1.648 -2.550 -4.446
C -0.383 -3.406 -3.763
C -1.582 -2.539 -6.091
C -3.000 -3.463 -4.069
C 0.555 1.955 -2.561
C 0.627 2.992 -1.251
C 2.653 -3.017 4.394
C 4.095 -2.549 3.768
C 5.435 -3.510 4.042
C 6.954 -3.123 3.471
C 7.200 -1.720 2.608
C 5.887 -0.782 2.319
C 4.366 -1.192 2.871
H -3.461 -4.600 1.208
H -3.023 -3.671 -0.383
H -3.993 -2.733 1.040
H -1.192 -2.240 0.847
H -1.259 -5.146 1.463
H -2.915 -3.196 3.403
H -1.966 -1.532 3.103
H 1.119 -1.413 1.915
H 0.973 -0.048 5.907
H -0.830 -0.116 5.131
H 0.567 0.979 2.872
H 1.795 1.605 4.275
H -1.510 3.961 3.549
H -1.645 2.254 2.751
H 0.854 4.436 2.461
H 0.884 2.764 1.591
H -3.078 2.743 -0.164
H -3.249 1.058 -2.348
H -1.207 2.116 -5.410
H -2.835 1.107 -5.383
H -1.361 0.617 -6.586
H 1.163 -0.782 -3.780
H 0.690 -0.999 -5.611
H 1.158 0.715 -4.985
H -3.022 -0.782 -4.013
H -1.893 -1.222 -2.567
H -0.482 -4.570 -3.979
H -0.474 -3.218 -2.588
H 0.670 -3.055 -4.188
H -2.269 -3.392 -6.564
H -0.474 -2.820 -6.412
H -1.895 -1.528 -6.589
H -3.433 -3.173 -2.995
H -2.716 -4.621 -4.123
H -3.785 -3.277 -4.917
H 1.561 1.812 -3.140
H 1.667 3.495 -0.957
H 2.498 -4.161 4.090
H 2.643 -3.016 5.586
H 5.365 -4.508 4.654
H 7.879 -3.811 3.703
H 8.277 -1.418 2.195
H 5.980 0.211 1.700
H 3.432 -0.505 2.625
C 5.613 3.761 4.771
C 6.051 2.380 4.404
O 5.321 2.111 3.222
C 5.001 3.318 2.670
O 4.520 3.460 1.558
O 5.291 4.343 3.522
H 6.402 4.329 5.272
H 4.719 3.762 5.403
H 7.121 2.327 4.178
H 5.815 1.648 5.181
C -6.838 3.845 -3.549
C -6.699 3.793 -2.062
O -6.282 2.463 -1.821
C -5.693 2.017 -2.969
O -5.070 0.973 -3.064
O -5.893 2.892 -3.998
H -6.612 4.836 -3.954
H -7.834 3.541 -3.888
H -5.931 4.478 -1.690
H -7.642 4.003 -1.549